1.
22
Properties=species:S:1:pos:R:3 method="wB97M-V/def2-TZVPD" total_charge=0 lumo_ha=0.028 multiplicity=1 e_homo_ev=-7.84
C 1.7038 -0.6635 1.7781
C 1.2376 -0.1068 0.4254
N 0.0000 0.6040 0.4994
C 0.0810 2.0318 0.7072
C -1.1221 0.1719 -0.2933
C -2.4691 0.4085 0.4065
H 2.4207 -1.4783 1.6658
H 2.0895 0.1214 2.4250
H 0.8641 -1.1383 2.2742
H 2.0897 0.4839 0.0564
H 1.1222 -0.9569 -0.2492
H -0.3124 2.3224 1.6878
H -0.5064 2.5635 -0.0345
H 1.1192 2.3724 0.7425
H -1.0626 -0.8861 -0.5531
H -1.1213 0.6818 -1.2697
H -2.5122 -0.2351 1.2711
H -2.5058 1.4209 0.8257
H -3.2661 0.3548 -0.3341
O 0.4696 -1.9867 -2.9436
H 1.3535 -2.3550 -3.0392
H 0.0434 -2.5418 -2.2833

---

2.
8
Properties=species:S:1:pos:R:3 method="wB97M-V/def2-TZVPD" total_charge=0 lumo_ha=0.030 multiplicity=1 e_homo_ev=-9.45
O 2.2940 -0.0194 -0.0099
C 1.1337 0.1686 0.0802
C -0.1120 -0.6564 0.0271
O -0.8883 0.8089 0.0730
N 0.4276 1.3437 -0.1189
H -0.4094 -1.0664 -1.0436
H -0.5939 -1.2129 0.8792
H 0.4109 2.1961 0.3881

---

| no. | E_tot (eV) |
| --- | --- |
| 1 | -8965.0964 |
| 2 | -7704.2351 |